Computed, not measured: ArH22O11 as an isolated structure at a distorted geometry, with ωB97M-V/def2-TZVPD.

CARTESIAN COORDINATES (ANGSTROEM)
1 Ar 0.269 -18.739 3.961
2 O -0.695 -17.297 6.898
3 H 0.167 -17.562 6.579
4 H -0.545 -17.035 7.806
5 O 2.681 -20.350 7.483
6 H 2.599 -19.587 6.911
7 H 2.696 -21.097 6.886
8 O -3.110 -18.936 2.527
9 H -2.972 -18.142 3.043
10 H -3.713 -18.669 1.833
11 O 1.157 -18.460 0.413
12 H 1.267 -18.756 -0.491
13 H 0.837 -17.562 0.335
14 O -0.144 -15.700 2.843
15 H 0.251 -15.198 3.556
16 H -0.802 -15.113 2.471
17 O -1.182 -19.954 0.680
18 H -1.708 -19.680 1.431
19 H -0.315 -19.584 0.846
20 O 3.527 -18.845 1.932
21 H 3.615 -19.784 2.092
22 H 2.704 -18.759 1.451
23 O 1.966 -17.252 6.332
24 H 2.463 -16.740 6.970
25 H 2.586 -17.416 5.621
26 O 1.095 -14.677 5.015
27 H 1.198 -15.399 5.635
28 H 0.642 -13.996 5.512
29 O 3.610 -17.523 4.202
30 H 3.318 -17.883 3.364
31 H 4.266 -18.146 4.515
32 O -2.301 -16.741 4.366
33 H -1.607 -16.461 3.770
34 H -1.844 -16.970 5.175

ΔE to the lowest compared entry with this formula, charge and spin: 3.04 kJ/mol
Calculated total energy: -1368.3718 a.u.
HOMO-LUMO gap: 0.3814 hartree
Spin multiplicity: 1